(1)
This record from OMol25 describes a structure of composition C2H3FNaO2. The level of theory is ωB97M-V/def2-TZVPD.

The geometry in ORCA input format:
```
! RIJCOSX wB97M-V def2-TZVPD def2/J DEFGRID3
* xyz -1 1
Na 0.57797 -1.30206 -0.85538
F -0.65286 -3.03819 -0.73463
O -0.87520 2.01044 0.61301
O 1.90599 -0.14008 0.51667
C -0.27049 0.84306 0.45415
C 1.13606 0.88829 0.96093
H -1.81620 1.93782 0.41342
H 1.52956 1.92045 0.75021
H 0.97544 0.88802 2.07817
*
```

The energy relative to the best compared isomer or geometry (same formula, charge and spin) comes out at 0.000 eV. Its frontier orbital gap is 6.50 eV. As for the HOMO energy: -3.816 eV.

Here are the Mulliken charges for atoms 1 to 4, given in e: atom 1 (Na): 0.93, atom 2 (F): -0.97, atom 3 (O): -0.36, atom 4 (O): -0.92



(2)
This record from OMol25 describes a structure of composition C30H46BrCdN3P2 at a distorted geometry. The level of theory is ωB97M-V/def2-TZVPD.

The geometry in ORCA input format:
```
! RIJCOSX wB97M-V def2-TZVPD def2/J DEFGRID3
* xyz 2 1
Cd 0.02569 0.10325 -0.26259
Br 0.25976 -6.37976 3.00580
P -0.14113 0.23064 2.03363
P -1.00173 2.54516 -0.84704
N -1.28720 -3.55489 -5.24573
N 2.53096 0.07832 -0.31856
N 2.65050 2.16327 -1.34066
C -3.60046 1.42184 -0.61442
C -0.99160 -1.75297 -0.79571
C -0.08374 -1.40093 -1.87161
C -1.47272 -4.51987 1.76034
C -2.20812 0.84978 3.89931
C -2.74670 2.64957 -0.26797
C -1.76681 -3.51814 0.83407
C 4.64027 0.79971 -1.27522
C -0.10818 5.30538 -0.87910
C 0.81502 1.69597 2.58832
C 1.06923 1.99330 4.07410
C 0.48924 -2.50929 -4.02200
C -0.17354 -5.07108 1.80516
C 4.46595 -1.33877 -0.18313
C 0.80293 -4.61454 0.89712
C -1.17980 2.84818 -2.65322
C -2.18062 -2.85722 -4.55246
C 0.48097 -1.32362 2.80434
C -0.20508 4.02574 -0.04583
C -1.89465 0.29724 2.51428
C 3.15703 -1.02502 0.16005
C 0.49574 -3.62044 -0.02649
C -1.81641 -1.99216 -3.51880
C -0.75756 -2.98595 -0.00786
C 5.22391 -0.40414 -0.90879
C 3.28341 1.00268 -0.95854
C 0.07715 2.55599 -3.47452
C 0.17217 -1.66638 4.27343
C 0.01492 -3.37393 -5.01174
C -0.45345 -1.84872 -3.19374
H -3.19523 3.55402 -0.71080
H -3.17498 0.49291 -0.21225
H 1.71892 1.25444 4.55979
H 0.53905 5.18531 -1.75768
H -2.22635 -4.82461 2.48586
H -3.70766 1.28794 -1.69857
H 0.30236 2.55725 2.12394
H 1.58103 2.96533 4.16284
H -1.79033 1.83811 4.09767
H -2.71198 2.80026 0.82383
H -3.29329 0.93692 4.02332
H 0.66681 -0.98385 4.97966
H 1.78148 1.62329 2.05896
H -3.23710 -3.02069 -4.78637
H -2.00260 2.20172 -2.98810
H -2.06314 -1.50897 -0.86984
H -2.42855 0.84206 1.72030
H -1.09074 5.66764 -1.20562
H 0.98048 2.46256 -2.85471
H -0.78179 4.21436 0.88111
H 1.26395 -3.24481 -0.69344
H 1.57060 -1.32754 2.64905
H 1.55244 -2.44328 -3.80809
H -1.85853 0.18342 4.69102
H -1.52833 3.87638 -2.81009
H 0.25549 3.34505 -4.21901
H 1.00891 -1.31016 -1.76104
H 0.14825 2.06208 4.66444
H 4.87971 -2.30417 0.11710
H -0.03283 1.60186 -4.00815
H 0.56876 -2.67464 4.48401
H 6.25115 -0.62924 -1.17969
H 0.80940 3.71286 0.27482
H 0.71960 -3.96191 -5.61012
H 5.17342 1.58212 -1.81598
H -0.90208 -1.67928 4.50937
H -2.25317 -0.74088 2.45736
H 0.33952 6.08638 -0.25245
H 1.79303 2.43652 -0.85607
H 1.82732 -4.97990 0.91555
H 3.24268 2.91972 -1.66140
H -4.60864 1.52758 -0.19043
H -2.75199 -3.05807 0.80906
H 0.09634 -2.12699 2.15024
H 2.58236 -1.66523 0.84604
H -2.59910 -1.54210 -2.90966
*
```

The energy relative to the best compared isomer or geometry (same formula, charge and spin) comes out at 0.000 eV. Its frontier orbital gap (spin up / spin down) is 6.12 / 6.12 eV. As for the HOMO energy (spin up / spin down): -13.372 / -13.374 eV.

Here are the Mulliken charges for atoms 1 to 4, given in e: atom 1 (Cd): 3.08, atom 2 (Br): -0.07, atom 3 (P): -0.52, atom 4 (P): 0.09



(3)
This record from OMol25 describes a structure of composition C8H22CuF3N8O6 at a distorted geometry. The level of theory is ωB97M-V/def2-TZVPD.

The geometry in ORCA input format:
```
! RIJCOSX wB97M-V def2-TZVPD def2/J DEFGRID3
* xyz 0 1
Cu -16.16813 9.14653 -14.59880
F -12.58708 11.20423 -12.95914
F -11.63806 11.38361 -14.92733
F -12.67253 13.08776 -14.19551
O -14.80421 8.06444 -13.05057
O -14.00724 9.84163 -15.36702
O -17.47376 6.81453 -14.45282
O -15.33315 11.44018 -14.68447
O -18.14178 9.73033 -13.21171
O -17.58261 9.01470 -16.76788
N -17.64286 5.74732 -12.43915
N -19.86884 11.12519 -12.79449
N -16.75502 8.76973 -18.84461
N -16.17584 10.39942 -17.65817
N -12.54191 7.93600 -12.97668
N -13.75494 6.22607 -12.42486
N -16.98530 4.71308 -14.21084
N -18.05762 11.45985 -11.87757
C -17.34832 5.82613 -13.73850
C -18.64291 10.70642 -12.71245
C -13.98195 11.31001 -15.14933
C -13.66501 7.85931 -16.76162
C -16.90993 9.38341 -17.66161
C -13.21129 9.31141 -16.46201
C -12.72005 11.72568 -14.20246
C -13.75029 7.45233 -12.83907
H -14.64675 6.02690 -11.99461
H -20.01471 12.02478 -12.35910
H -18.16762 6.42293 -11.90224
H -13.81443 11.80996 -16.10332
H -13.24818 7.74142 -17.76185
H -16.93679 4.62131 -15.21549
H -14.73764 7.85045 -16.95525
H -20.55148 10.46757 -13.14327
H -18.49208 12.27443 -11.46794
H -15.88174 10.81367 -16.78524
H -15.50960 10.48447 -18.41249
H -16.77088 3.93138 -13.60829
H -17.06167 11.33865 -11.76148
H -17.09207 7.81888 -18.89340
H -17.46372 4.83978 -12.03371
H -11.76165 7.36686 -12.68109
H -13.41644 7.04839 -16.07699
H -12.14381 9.18986 -16.27816
H -16.09511 9.15547 -19.50478
H -13.34996 9.77896 -17.43683
H -12.83028 5.84862 -12.27440
H -12.60221 8.87880 -13.33388
*
```

The energy relative to the best compared isomer or geometry (same formula, charge and spin) comes out at 3.762 eV. Its frontier orbital gap is 7.27 eV. As for the HOMO energy: -6.837 eV.

Here are the Mulliken charges for atoms 1 to 4, given in e: atom 1 (Cu): 1.02, atom 2 (F): -0.24, atom 3 (F): -0.28, atom 4 (F): -0.29



(4)
This record from OMol25 describes a cluster of 7 separate species, C3H23N2O6S in total at a distorted geometry. The level of theory is ωB97M-V/def2-TZVPD.

The geometry in ORCA input format:
```
! RIJCOSX wB97M-V def2-TZVPD def2/J DEFGRID3
* xyz 1 1
S -2.37851 -2.60340 1.15983
O 0.11302 -0.90765 -2.62598
O 1.30746 -2.85606 -0.73299
O -1.62545 2.48580 -3.19832
O 2.82373 -0.67321 -2.51759
O 0.37281 1.63568 -1.39922
O 1.25594 -0.54913 3.89065
N 0.40222 1.60900 1.83043
N 0.01409 -0.41031 0.24609
C -1.02320 1.29075 1.66499
C -1.24553 -0.07876 0.92749
C -1.55357 -1.15819 1.95659
H 3.54290 -0.20736 -2.96225
H 0.66822 1.59414 2.79394
H 1.05366 -0.75184 -2.85393
H 0.75817 0.26838 4.02057
H -0.65580 -1.52667 2.45039
H -2.00956 -0.01499 0.16849
H 2.12064 -0.11197 3.96026
H -0.38787 -0.43845 -3.29989
H 0.16483 -0.09918 -0.74024
H -2.26727 -0.81803 2.69792
H 1.27589 -2.24947 -1.48293
H -1.27900 -3.13970 0.60246
H 0.66595 2.46739 1.37416
H -2.36093 1.98190 -3.55467
H -0.51735 1.64209 -1.79565
H 1.31070 -3.76054 -1.05176
H 0.19706 -1.41891 0.12259
H -1.60501 2.13383 1.30127
H -1.39433 1.16918 2.68419
H 2.56971 -0.09299 -1.78691
H 0.81768 -0.06993 0.78080
H 0.80810 2.36577 -1.85374
H -1.93938 3.29284 -2.77705
*
```

The energy relative to the best compared isomer or geometry (same formula, charge and spin) comes out at 1.761 eV. Its frontier orbital gap is 9.24 eV. As for the HOMO energy: -12.068 eV.

Here are the Mulliken charges for atoms 1 to 4, given in e: atom 1 (S): -0.15, atom 2 (O): -0.67, atom 3 (O): -0.66, atom 4 (O): -0.67



(5)
This record from OMol25 describes an isolated molecule of C2H4BFO at a distorted geometry. The level of theory is ωB97M-V/def2-TZVPD.

The geometry in ORCA input format:
```
! RIJCOSX wB97M-V def2-TZVPD def2/J DEFGRID3
* xyz 0 1
F -1.86823 1.02360 0.14003
O -0.11596 2.42897 0.39923
C 0.69595 -0.87020 -0.57970
C -0.53525 1.34835 0.33512
B 0.07350 -0.11165 0.64466
H 0.63391 -1.94034 -0.29872
H -0.07084 -0.67353 -1.30133
H 1.63636 -0.61966 -0.97150
H -0.44944 -0.58555 1.63219
*
```

The SMILES is CBC(=O)F. The energy relative to the best compared isomer or geometry (same formula, charge and spin) comes out at 0.311 eV. Its frontier orbital gap is 10.68 eV. As for the HOMO energy: -10.818 eV.

Here are the Mulliken charges for atoms 1 to 4, given in e: atom 1 (F): -0.22, atom 2 (O): -0.42, atom 3 (C): -0.83, atom 4 (C): 0.53



(6)
This record from OMol25 describes a cluster of 2 separate species, C9H16N2O3 in total at a distorted geometry. The level of theory is ωB97M-V/def2-TZVPD.

The geometry in ORCA input format:
```
! RIJCOSX wB97M-V def2-TZVPD def2/J DEFGRID3
* xyz 0 1
O -1.69941 1.97927 -1.60590
O 2.06455 0.11662 0.31920
O 0.34098 -2.93204 0.95734
N 0.96624 0.69425 0.20287
N -0.90431 1.54644 -0.68482
C -1.00039 -1.89399 -0.75260
C 0.57827 2.13688 2.19696
C -2.63001 1.39398 1.04294
C 0.99678 1.24113 -2.28254
C 0.03035 0.96852 1.34268
C 0.13280 -2.45174 -0.30329
C -1.25345 1.32631 0.56741
C 1.41738 -2.48907 -1.13246
C 0.39856 1.11562 -0.94777
H -2.47083 1.27890 2.19460
H 1.92618 -1.68482 -0.64480
H 0.05315 -0.00830 1.85316
H 0.02243 2.29001 3.16080
H 0.43452 3.17388 1.87988
H -3.33237 0.70627 0.46319
H 1.22663 2.34620 -2.43068
H 1.61764 1.97813 2.23234
H 1.72214 0.39397 -2.12859
H -0.99234 -1.57239 -1.80164
H 1.98272 -3.34397 -0.89790
H 0.19951 0.97490 -3.05916
H -3.04182 2.40736 0.72004
H 1.30105 -2.43933 -2.25537
H 1.33186 -2.86831 1.08253
H -1.86629 -1.91465 -0.18377
*
```

The SMILES is CC1=[N+]([O-])C(C)=[N+]([O-])[C@H]1C.C=C(C)O. The energy relative to the best compared isomer or geometry (same formula, charge and spin) comes out at 8.028 eV. Its frontier orbital gap is 8.02 eV. As for the HOMO energy: -8.044 eV.

Here are the Mulliken charges for atoms 1 to 4, given in e: atom 1 (O): -0.77, atom 2 (O): -0.80, atom 3 (O): -0.56, atom 4 (N): 0.77